No. 1
C21H23AsIrNS2 | the ωB97M-V functional and the def2-TZVPD basis

Structure (XYZ):
```
49
Properties=species:S:1:pos:R:3:nbo_charge:R:1
Ir -0.02457 -0.18483 0.47379 0.42
S -2.24307 -0.21921 1.04912 0.01
C -2.77879 -1.80609 0.56334 -0.09
C -4.09413 -2.19958 0.84617 -0.26
C -4.54913 -3.43295 0.43937 -0.17
C -3.71063 -4.31125 -0.25840 -0.21
C -2.41841 -3.94453 -0.54770 -0.19
C -1.94166 -2.69185 -0.13305 -0.28
S -0.31003 -2.22439 -0.48473 0.08
H -4.74706 -1.52084 1.37976 0.23
H -5.56711 -3.72568 0.65862 0.23
H -4.08107 -5.27810 -0.56975 0.23
H -1.76112 -4.61258 -1.08896 0.23
N 1.94820 -0.29249 -0.40133 -0.80
C 2.87813 0.82820 -0.51392 0.09
C 3.98054 0.62796 -1.33616 -0.23
C 4.89457 1.64037 -1.54617 -0.18
C 4.68056 2.86853 -0.93676 -0.19
C 3.58291 3.05345 -0.12110 -0.19
C 2.65258 2.03218 0.14155 0.00
C 1.49450 2.36053 1.02298 0.02
C 1.71800 3.34260 1.99730 -0.26
C 0.68025 3.91904 2.70283 -0.17
C -0.62858 3.55368 2.40854 -0.22
C -0.85380 2.53169 1.51336 -0.21
C 0.18591 1.81841 0.86757 -0.32
H 1.75171 -0.60158 -1.35342 0.41
H 2.45125 -1.07704 0.00805 0.40
H 4.11317 -0.33286 -1.82131 0.22
H 5.74719 1.48055 -2.19123 0.23
H 5.36207 3.68981 -1.11076 0.23
H 3.41581 4.03222 0.30310 0.22
H 2.72754 3.67702 2.19329 0.22
H 0.88890 4.67630 3.44705 0.23
H -1.46187 4.03880 2.89956 0.23
H -1.87833 2.24475 1.31601 0.23
C 0.37924 -2.76281 2.93249 -0.96
As 0.58931 -0.87259 2.63631 1.38
C 2.43340 -0.45604 3.01660 -0.97
C -0.41412 0.00128 4.02534 -0.96
H 0.64152 -2.99666 3.96368 0.25
H 1.02034 -3.30741 2.24324 0.25
H -0.66069 -3.02332 2.74004 0.26
H 2.65061 -0.77554 4.03595 0.25
H 2.57568 0.61858 2.92352 0.26
H 3.10155 -0.97902 2.33452 0.24
H -0.05836 -0.35798 4.99069 0.25
H -1.46731 -0.22816 3.88998 0.27
H -0.25938 1.07600 3.94169 0.26
```

Properties
* relative energy (zero: lowest compared OMol25 entry of this formula, charge and spin): 77.9 kJ/mol
* LUMO energy (alpha / beta): -0.1458 / -0.2027 Ha
* 2S+1: 2
* net charge: +1

No. 2
C21H23BF5N2O5P | the ωB97M-V functional and the def2-TZVPD basis

Structure (XYZ):
```
58
Properties=species:S:1:pos:R:3:nbo_charge:R:1
N 1.09609 -0.37405 2.06978 -1.16
B 2.14578 0.31861 1.29448 0.85
O 3.46342 0.37634 1.84328 -0.90
P 1.90360 1.19587 -0.38571 0.44
C 2.28422 3.00509 -0.03359 -0.04
C 2.16719 4.02517 -1.07071 -0.26
C 2.47664 5.45369 -0.90024 -0.17
C 2.89421 5.77718 0.49232 -0.26
C 2.92761 4.66030 1.42860 0.03
N 2.67195 3.34342 1.23612 -0.44
C 0.09886 1.19651 -0.94220 0.48
F -0.36341 -0.08875 -1.24730 -0.34
F 0.07679 1.90221 -2.17845 -0.37
C -0.88503 1.96760 -0.00974 -0.11
C -1.50837 1.28296 1.11799 -0.19
C -2.41293 1.92028 2.08105 -0.22
C -2.73351 3.32657 1.87933 -0.21
C -2.15053 4.03358 0.72225 -0.06
C -2.59608 5.52970 0.56790 0.96
F -2.10732 6.33072 1.56485 -0.32
F -3.98283 5.53913 0.73611 -0.34
F -2.29192 5.97525 -0.68866 -0.32
C -1.22367 3.39340 -0.21751 -0.21
H 0.71384 0.33982 2.71364 0.38
H 1.49456 -1.08975 2.68293 0.41
H 3.32850 0.73988 2.74104 0.50
H 1.83978 3.68606 -2.08842 0.23
H 2.37856 6.21405 -1.70274 0.23
H 3.16322 6.81685 0.79455 0.23
H 3.21185 4.93841 2.48144 0.19
H -1.27913 0.20121 1.25468 0.25
H -2.80576 1.29560 2.91573 0.23
H -3.41311 3.81618 2.61434 0.24
H -0.81396 3.98143 -1.07593 0.25
O 2.55783 -2.67871 1.90914 -0.60
C 2.33390 -3.29985 0.90595 0.81
C 2.24211 -4.80079 0.78613 -0.53
C 2.34178 -5.00706 -0.71463 -0.43
C 1.74712 -3.72499 -1.25627 -0.07
O 2.08253 -2.71625 -0.29129 -0.49
H 1.27817 -5.13005 1.17891 0.25
H 3.05922 -5.28672 1.31633 0.24
H 1.83189 -5.90190 -1.07044 0.24
H 3.39339 -5.08011 -1.00623 0.20
H 0.66204 -3.77501 -1.34134 0.19
H 2.16588 -3.45761 -2.22673 0.19
O -0.89499 -5.33291 -0.60996 -0.59
C -1.82662 -4.88221 -1.21913 0.80
C -2.53981 -3.58675 -0.91653 -0.53
C -3.82053 -3.73317 -1.71889 -0.43
C -3.38219 -4.61787 -2.86735 -0.07
O -2.35994 -5.46604 -2.32135 -0.48
H -1.92872 -2.75302 -1.27108 0.25
H -2.73939 -3.48964 0.14886 0.25
H -4.24682 -2.78438 -2.04458 0.23
H -4.57268 -4.25111 -1.11793 0.21
H -2.95401 -4.04481 -3.69396 0.18
H -4.19925 -5.22956 -3.24887 0.20
```

Properties
* LUMO energy: 0.0121 Ha
* SMILES string: NB(O)P(c1ccccn1)C(F)(F)c1cccc(C(F)(F)F)c1.O=C1CCCO1.O=C1CCCO1
* net charge: 0

No. 3
C21H23Br4MnN4O3 | the ωB97M-V functional and the def2-TZVPD basis

Structure (XYZ):
```
56
Properties=species:S:1:pos:R:3:nbo_charge:R:1
Mn 0.20202 -0.00694 -0.13744 1.33
O -0.84043 -0.63179 1.19516 -0.72
C -1.74677 -0.20754 2.07824 0.34
C -2.30119 -1.13799 2.95683 -0.21
C -3.25032 -0.74136 3.87736 -0.17
C -3.66523 0.58857 3.94196 -0.23
C -3.11391 1.50685 3.07536 -0.14
C -2.14945 1.11784 2.14050 -0.20
C -1.53802 2.05136 1.21785 0.43
N -0.63639 1.78134 0.27321 -0.50
C -0.35430 2.98950 -0.35737 -0.08
C -1.07951 3.97208 0.21037 -0.05
N -1.81574 3.36643 1.20065 -0.49
H -1.97032 -2.16745 2.90261 0.22
H -3.67466 -1.47190 4.55395 0.23
H -4.40942 0.89831 4.66221 0.23
H -3.44524 2.53759 3.13128 0.20
H 0.33358 3.08623 -1.17312 0.23
H -1.13869 5.02579 0.00391 0.24
H -2.45841 3.82838 1.81983 0.44
C -1.98442 -2.29834 -0.67182 -0.41
N -0.64186 -1.99682 -1.19888 -0.45
C -0.76033 -1.94990 -2.66680 -0.40
C 0.29128 -3.07004 -0.83154 -0.24
C 0.82495 -2.87108 0.56639 -0.23
N 1.56289 -1.60003 0.65173 -0.43
C 1.84860 -1.27328 2.06077 -0.42
C 2.85645 -1.72839 -0.05042 -0.42
H -2.39394 -3.17913 -1.17829 0.19
H -2.64645 -1.45138 -0.84644 0.21
H -1.95058 -2.48648 0.39466 0.22
H -1.13396 -2.90866 -3.04300 0.19
H 0.20700 -1.74586 -3.11862 0.21
H -1.44872 -1.16128 -2.95814 0.22
H 1.11107 -3.05943 -1.54936 0.21
H -0.18837 -4.05209 -0.92004 0.21
H 1.47688 -3.70836 0.83894 0.21
H 0.01528 -2.83539 1.29169 0.22
H 2.52701 -2.01516 2.49361 0.20
H 0.92537 -1.25694 2.63095 0.22
H 2.32486 -0.29477 2.11173 0.22
H 3.40756 -2.58811 0.34288 0.20
H 3.44588 -0.83167 0.10004 0.23
H 2.70591 -1.86615 -1.11973 0.20
Br 4.69104 4.13366 -3.11314 0.18
C 3.26833 2.97761 -2.75729 -0.12
C 2.26983 2.74117 -3.78461 -0.14
Br 2.42838 3.60272 -5.43401 0.18
C 1.21633 1.89819 -3.56548 -0.18
Br -0.13507 1.53223 -4.79860 0.16
C 1.13416 1.25355 -2.30541 0.30
O 0.22835 0.41345 -1.94219 -0.54
C 2.09908 1.49028 -1.30296 0.26
O 1.88495 0.82282 -0.22827 -0.54
C 3.18698 2.36990 -1.53584 -0.18
Br 4.39768 2.60789 -0.13586 0.16
```

Properties
* relative energy (zero: lowest compared OMol25 entry of this formula, charge and spin): 25.2 kJ/mol
* LUMO energy (alpha / beta): -0.1912 / -0.1873 Ha
* 2S+1: 2
* net charge: +1

No. 4
C21H23ClN6O9SeV | the ωB97M-V functional and the def2-TZVPD basis

Structure (XYZ):
```
62
Properties=species:S:1:pos:R:3:nbo_charge:R:1
V 0.22383 -0.36593 0.17391 1.48
C -3.96324 0.17676 2.02897 -0.43
N -2.88613 -0.44870 2.77765 -0.37
C -3.28801 -1.41707 3.77043 -0.41
C -1.64108 -0.17210 2.41823 0.68
O -1.37708 0.59735 1.48411 -0.66
C -0.47060 -0.73326 3.23932 -0.16
O 0.75883 -0.26984 2.71938 -0.50
C 1.08325 1.08804 2.93869 -0.15
C 1.52917 1.65659 1.58454 0.69
O 1.14393 1.02139 0.58982 -0.65
N 2.33253 2.71478 1.47970 -0.35
C 2.84578 3.11391 0.18190 -0.44
C 2.67366 3.60768 2.55742 -0.41
H -4.15038 1.17594 2.42780 0.21
H -4.86342 -0.42329 2.11693 0.22
H -3.67583 0.25145 0.97976 0.27
H -4.08766 -0.99510 4.37899 0.22
H -2.46871 -1.70631 4.42022 0.21
H -3.67192 -2.31142 3.27538 0.22
H -0.42187 -1.81948 3.12799 0.25
H -0.57484 -0.46124 4.29969 0.21
H 1.90057 1.13830 3.66997 0.22
H 0.22418 1.66551 3.30091 0.23
H 2.40229 2.50845 -0.60746 0.27
H 3.93141 2.99223 0.16641 0.21
H 2.60640 4.16072 -0.00536 0.22
H 2.42976 3.18182 3.52281 0.21
H 2.13490 4.55154 2.44781 0.22
H 3.74102 3.82761 2.52181 0.23
O -2.02232 -3.28258 -1.07899 -0.77
Cl -0.71371 -2.87192 -0.84170 2.62
O 0.11387 -3.96608 -0.49596 -0.84
O -0.72580 -1.95277 0.30105 -0.88
O -0.16696 -2.17968 -1.94418 -0.81
O -2.59487 -0.45761 -0.84304 -0.55
C -1.83693 0.06142 -1.62876 0.69
N -0.53093 0.40342 -1.31654 -0.75
C 0.01553 1.17625 -2.30973 0.67
O 1.11042 1.69887 -2.21648 -0.61
C -0.95825 1.23119 -3.42238 -0.07
C -0.89866 1.79633 -4.67958 -0.18
C -1.99109 1.61407 -5.52460 -0.18
C -3.09994 0.88578 -5.12203 -0.18
C -3.16643 0.32451 -3.85041 -0.15
C -2.08738 0.51167 -3.01333 -0.13
H -0.03336 2.35338 -5.00052 0.23
H -1.96856 2.04291 -6.51479 0.23
H -3.92321 0.75024 -5.80611 0.23
H -4.01791 -0.25350 -3.53323 0.24
Se 2.06655 -4.25535 1.69669 1.16
N 3.17432 -4.36284 0.37194 -0.62
C 3.10982 -3.24514 -0.33994 0.13
C 3.85508 -2.90181 -1.47607 -0.10
C 3.60673 -1.66932 -2.03675 -0.26
C 2.58447 -0.85348 -1.54606 0.13
N 1.85218 -1.15564 -0.48513 -0.53
C 2.16239 -2.28444 0.17491 0.26
N 1.58463 -2.62031 1.31736 -0.67
H 4.57728 -3.58601 -1.88819 0.25
H 4.17403 -1.32876 -2.88777 0.24
H 2.32823 0.07082 -2.04739 0.25
```

Properties
* relative energy (zero: lowest compared OMol25 entry of this formula, charge and spin): 271.9 kJ/mol
* LUMO energy (alpha / beta): -0.1461 / -0.1484 Ha
* 2S+1: 3
* net charge: +1

no.,strongest force on any atom (hartree/bohr),M (g/mol)
1,0.0161,620.70
2,0.0835,520.20
3,0.0168,753.99
4,0.1166,668.80